(1)
C25H30Br2N5O2PReS2 | wB97M-V/def2-TZVPD

Each line ends with the Löwdin spin population.
Element x y z (Å)
Re1 -0.19589 0.65634 0.49636  1.569
Br1 0.50818 -1.95950 0.32170  0.015
Br2 3.53597 -1.95978 -0.79883  0.002
S1 2.16266 1.54193 0.89048  0.028
S2 -0.71446 3.09025 0.55850  0.035
P1 1.20927 3.27941 1.17564  0.006
O1 1.25915 3.62179 2.73562  0.003
O2 1.82826 4.53901 0.44859  0.001
N1 -1.60731 -0.22078 3.05930  0.006
N2 -2.15079 0.20311 0.21302  0.102
N3 -0.04458 0.78277 -1.57370  0.011
N4 -1.09028 0.79090 -2.42817  0.008
N5 -0.48523 0.33722 2.54168  0.009
C1 -0.65921 0.53473 -3.68121  0.027
C2 -2.51214 -1.02856 2.31082  0.014
C3 -0.47027 0.59104 4.76728  0.008
C4 0.32638 4.57394 3.30660  0.002
C5 1.04589 0.53827 -2.29936  0.029
C6 2.96897 5.29446 0.92416  0.000
C7 4.27089 4.67980 0.45530  0.000
C8 2.39405 -2.32632 0.69280  0.000
C9 -3.13310 -2.07817 2.98729  -0.003
C10 -4.77129 -3.97592 3.16180  0.002
C11 0.21365 0.81297 3.57524  0.023
C12 -3.71301 -1.66370 0.34497  0.012
C13 -2.40464 1.16436 -2.03709  0.014
C14 0.70615 0.36894 -3.64000  0.008
C15 -3.20443 1.81515 -2.97296  -0.002
C16 -4.50108 2.20791 -2.69208  0.013
C17 0.99697 5.27713 4.46436  0.000
C18 -2.90582 0.87662 -0.75889  0.003
C19 -2.79327 -0.79361 0.95458  0.002
C20 -1.62195 -0.06538 4.39992  0.024
C21 -4.20296 1.32655 -0.47145  0.012
C22 -5.32418 2.91806 -3.72999  0.002
C23 -4.98524 1.96529 -1.40733  -0.003
C24 -4.08007 -2.88854 2.38713  0.013
C25 -4.35343 -2.66562 1.03970  -0.003
H1 0.00697 5.28681 2.54453  0.000
H2 -4.06501 -4.72984 3.51389  0.001
H3 -0.16424 0.88007 5.75705  0.000
H4 -3.90556 -1.54135 -0.71193  0.000
H5 -0.54810 4.01341 3.63911  0.001
H6 2.83000 6.29065 0.51012  0.000
H7 1.36778 0.14992 -4.45909  0.000
H8 -5.51857 -4.47405 2.54753  0.000
H9 5.10586 5.28495 0.80784  0.000
H10 2.68049 -1.70780 1.53387  0.000
H11 -5.06051 -3.30305 0.52297  0.000
H12 -4.58578 1.15357 0.52560  0.000
H13 -2.80137 2.04810 -3.95113  0.000
H14 -4.98932 2.66384 -4.73461  0.000
H15 1.16686 1.28411 3.42380  0.001
H16 -5.97966 2.29718 -1.13450  0.000
H17 1.34340 4.55214 5.19989  0.000
H18 -5.27066 -3.56006 4.03806  0.001
H19 4.38370 3.67028 0.85179  0.000
H20 2.01526 0.50487 -1.83538  0.002
H21 -2.44616 -0.39869 5.00362  0.001
H22 -6.37857 2.66038 -3.64140  0.000
H23 -5.23636 4.00037 -3.61314  0.001
H24 2.93559 5.35422 2.01226  0.000
H25 1.84555 5.86850 4.12153  0.000
H26 2.44969 -3.38283 0.91948  0.000
H27 -1.33806 0.47874 -4.51340  0.002
H28 0.28222 5.94930 4.93816  0.000
H29 -2.85059 -2.28497 4.01191  0.000
H30 4.29942 4.63664 -0.63269  0.000

Values from the calculation:
Energy, eV: -211129.9652
Max |F|, eV/Å: 1.05
2S+1: 3
E_HOMO (spin up / spin down), eV: -9.459 / -9.953
Energy relative to the best compared isomer or geometry (same formula, charge and spin), kcal per mole: 0.0
Charge: +1

(2)
C25H30BrCoF4N3OP | wB97M-V/def2-TZVPD

Each line ends with the Löwdin spin population.
Element x y z (Å)
Br1 1.28220 3.35331 -0.23625  0.022
Co1 1.24528 0.08283 -0.12283  0.918
P1 -0.94059 0.76017 -0.09964  -0.003
F1 -4.57042 4.40038 0.20932  0.000
F2 -2.79451 6.44518 0.03426  0.000
F3 -0.15540 5.91637 -0.16229  0.001
F4 -3.72489 1.87971 0.20374  0.000
O1 0.85926 -1.73316 -0.48199  0.053
N1 3.38787 0.52692 0.10584  0.003
N2 1.58140 0.24755 2.04338  -0.006
N3 1.97278 0.32431 -2.20519  -0.002
C1 -1.66462 0.09321 1.42579  -0.002
C2 -2.55051 -0.99139 3.83108  -0.001
C3 -1.96516 -1.26461 1.51463  -0.001
C4 -1.35801 0.49429 -2.77308  -0.001
C5 -1.02303 4.91512 -0.08594  0.000
C6 -1.46860 2.52888 -0.02422  0.004
C7 -3.13623 -0.66520 -3.88379  -0.001
C8 -1.91203 0.18247 -1.53109  -0.003
C9 -2.81957 2.84532 0.08679  0.001
C10 2.86009 -0.44004 2.30654  -0.001
C11 -1.96314 0.07266 -3.94442  0.000
C12 -0.04170 -3.94420 -0.32966  0.003
C13 4.16173 0.23375 -1.11579  0.000
C14 0.95921 -2.92512 0.21941  0.009
C15 2.37856 -3.50642 0.12125  0.000
C16 3.24483 -0.41893 -2.14171  0.000
C17 -3.10300 -0.53322 -1.47736  -0.001
C18 -3.27807 4.15109 0.10372  0.000
C19 -3.70796 -0.95053 -2.65309  0.000
C20 3.96183 0.11654 1.39736  0.000
C21 -2.20203 0.35019 3.76152  0.000
C22 -1.75702 0.89206 2.56603  -0.001
C23 -2.42411 -1.79782 2.70919  0.000
C24 -2.37441 5.19763 0.01505  0.000
C25 -0.58230 3.60173 -0.10480  0.000
H1 0.73338 -2.77254 1.29564  0.001
H2 -2.68228 -2.84728 2.76365  0.000
H3 3.11475 -2.76074 0.43591  0.000
H4 3.23242 1.52512 0.14333  0.003
H5 2.99573 -1.42861 -1.81469  0.000
H6 4.70656 -0.66153 1.24012  0.000
H7 0.84276 -0.18418 2.59022  0.000
H8 -1.51935 0.31796 -4.90052  0.000
H9 3.75413 -0.47048 -3.10715  0.000
H10 2.58463 -3.78555 -0.91424  0.000
H11 -1.82096 -1.90236 0.65289  0.000
H12 -1.06168 -3.57287 -0.22452  0.000
H13 2.70350 -1.49574 2.08599  0.000
H14 4.59320 1.15207 -1.52381  0.000
H15 1.34689 -0.15461 -2.84426  0.000
H16 4.46296 0.95865 1.88186  0.000
H17 4.98189 -0.44742 -0.89440  0.000
H18 -2.28075 0.97878 4.63904  0.000
H19 -3.60871 -1.00897 -4.79409  0.000
H20 2.48078 -4.39338 0.74998  0.000
H21 -2.91144 -1.40851 4.76170  0.000
H22 1.63714 1.21911 2.33851  0.002
H23 0.15808 -4.10174 -1.39058  0.000
H24 -3.57765 -0.75046 -0.53209  0.000
H25 0.04454 -4.89648 0.19759  0.001
H26 3.16995 -0.34968 3.34972  -0.001
H27 2.12992 1.26170 -2.56485  0.001
H28 -1.49352 1.94330 2.51772  0.000
H29 -4.64019 -1.49784 -2.60538  0.000
H30 -0.45439 1.09325 -2.81504  0.000

Values from the calculation:
Energy, eV: -160751.8689
Max |F|, eV/Å: 2.41
2S+1: 2
E_HOMO (spin up / spin down), eV: -10.545 / -10.413
Energy relative to the best compared isomer or geometry (same formula, charge and spin), kcal per mole: 10.8
Charge: +1

(3)
C25H30F3FeN6OS | wB97M-V/def2-TZVPD

Each line ends with the Löwdin spin population.
Element x y z (Å)
Fe1 0.61785 -0.47776 1.51947  3.505
S1 1.88793 0.63569 2.85738  0.322
F1 1.81706 -3.09254 0.56743  0.012
F2 2.74776 -2.56955 2.45140  0.003
F3 0.70836 -3.30549 2.53055  0.005
O1 1.55635 0.08077 -0.55561  0.026
N1 -1.25628 2.28318 1.58822  0.007
N2 -1.89471 0.41524 -0.32958  0.007
N3 -1.52696 -2.42112 -0.43849  0.006
N4 3.25756 1.48249 -1.07134  0.002
N5 3.03823 -0.59870 -2.14250  0.002
N6 -1.49947 -0.74775 2.44698  0.027
C1 -1.94637 -1.83381 -1.53754  0.001
C2 -3.78642 -1.18180 3.97830  0.000
C3 -2.71352 -0.46442 1.94624  0.004
C4 2.36061 -1.87628 -2.27931  0.000
C5 4.12684 -0.30317 -3.05492  0.000
C6 1.56800 -2.33348 1.82523  0.033
C7 -0.92334 3.10306 2.58504  0.005
C8 2.56627 0.31508 -1.21803  0.005
C9 5.12013 0.61893 -2.38381  0.000
C10 2.78967 2.45984 -0.08537  0.004
C11 -2.99686 0.16136 0.56672  0.001
C12 -1.51245 -3.75165 -0.41450  0.001
C13 -3.87163 -0.69821 2.69405  0.001
C14 -1.31763 4.15841 0.12053  0.001
C15 4.37593 1.85106 -1.91951  0.000
C16 -1.77149 1.82898 -0.70747  0.000
C17 -1.43476 2.79358 0.39961  0.002
C18 -2.53476 -1.43192 4.49811  0.000
C19 -0.99725 5.01171 1.15351  0.001
C20 -2.27325 -3.91879 -2.66143  0.000
C21 -0.79478 4.47400 2.41655  0.001
C22 -2.33669 -2.54648 -2.67317  0.000
C23 -1.86108 -4.53943 -1.49917  0.000
C24 -1.43258 -1.21080 3.69032  0.003
C25 -2.01153 -0.32173 -1.58708  0.000
H1 4.03395 2.42400 -2.79189  0.000
H2 3.10230 -2.67641 -2.34170  0.000
H3 -2.55626 -4.49539 -3.53325  0.000
H4 -1.22096 0.03640 -2.24561  0.000
H5 -2.70287 2.19828 -1.16540  0.000
H6 5.54906 0.11312 -1.51648  0.000
H7 -1.80563 -5.61836 -1.42957  0.000
H8 3.65655 2.93777 0.37354  0.001
H9 2.16156 3.23392 -0.55242  0.000
H10 -3.51258 1.10094 0.76703  0.000
H11 -1.18786 -4.20018 0.51715  0.000
H12 -0.74920 2.62616 3.54337  0.003
H13 -0.99644 1.88016 -1.47129  0.000
H14 1.73010 -1.91141 -3.17887  0.000
H15 -2.68719 -2.01183 -3.54697  0.000
H16 -0.42201 -1.40448 4.04124  0.001
H17 1.74438 -2.04930 -1.40290  0.000
H18 -0.90448 6.07714 0.97827  0.000
H19 -4.68145 -1.35391 4.56555  0.000
H20 5.03340 2.49880 -1.34433  0.000
H21 -4.83926 -0.48220 2.25437  0.000
H22 2.22694 1.96091 0.71572  0.007
H23 5.92477 0.88827 -3.07165  0.000
H24 3.75312 0.16440 -3.97597  0.000
H25 -3.71717 -0.49352 0.07119  0.000
H26 4.60152 -1.24263 -3.33652  0.000
H27 -0.52894 5.10423 3.25443  0.000
H28 -2.97048 -0.08762 -2.07598  0.000
H29 -2.40983 -1.79266 5.51120  0.000
H30 -1.46978 4.52687 -0.88903  0.000

Values from the calculation:
Energy, eV: -90775.8463
Max |F|, eV/Å: 2.51
2S+1: 5
E_HOMO (spin up / spin down), eV: -1.882 / -2.356
Energy relative to the best compared isomer or geometry (same formula, charge and spin), kcal per mole: 20.5
Charge: -1